Record 1
Entry from OMol25: 2 unconnected molecules or ions with the total composition C22H46N6O5PS2 at a distorted geometry (ωB97M-V/def2-TZVPD).

The geometry in XYZ format:
```
82
Properties=species:S:1:pos:R:3:forces:R:3:mulliken_charge:R:1
C -2.27970 3.48155 2.64613 -0.2731 0.3983 0.1262 -0.866
C -1.75644 4.14264 1.35720 -0.3030 0.4173 0.3909 -1.023
N -1.56898 3.24776 0.20446 0.3842 -0.6522 2.1193 0.114
C -2.81277 2.54799 -0.17831 -0.6224 0.3561 -1.0752 -0.646
C -3.15947 2.67841 -1.67310 0.3011 -0.7311 0.0958 -1.331
C -0.46655 2.43554 0.26313 -0.0403 -0.3077 -1.1476 0.251
S -0.15287 1.32721 -0.90585 -0.0916 -0.2801 0.1755 -0.205
S 0.73097 2.55923 1.60494 -0.0424 0.5852 0.0446 -0.219
C 0.43221 0.99263 2.49036 0.3672 0.2677 -0.2729 -0.625
C 1.75405 0.22226 2.52496 -0.1834 -0.3361 0.2905 -0.501
C 1.83922 -0.93299 3.58305 -0.0113 0.3232 -0.1645 -0.932
C 0.51468 -1.27024 4.16690 0.2640 -0.9355 -0.5872 0.351
N -0.18266 -2.29517 3.68839 -0.3182 0.4564 0.4964 -0.383
C -1.33827 -2.28490 4.38858 0.4114 -0.5047 -0.8882 0.366
N -2.30647 -3.15345 4.14596 -0.0989 0.7846 0.3358 -0.131
C -2.15650 -4.19334 3.12712 -0.1546 -1.0212 0.3450 -0.560
C -3.48820 -4.90927 2.83679 0.2511 0.0656 -0.7354 -1.040
C -4.01804 -4.56931 1.42429 -0.5310 0.4580 0.3969 -0.788
C -5.11759 -3.48514 1.55038 1.4846 -0.4232 -0.3091 -0.634
N -5.07996 -2.55778 0.40432 -1.4375 -0.3835 0.2631 -0.239
C -5.79816 -1.37946 0.65947 -0.0564 0.3716 -0.6581 0.560
C -6.85505 -0.97584 -0.35574 0.8788 -0.3873 -0.1988 -0.995
O -5.57628 -0.68800 1.61993 0.1468 0.0158 0.6690 -0.585
N -1.33523 -1.29171 5.29607 -0.5005 -0.1220 0.2184 -0.195
N -0.14225 -0.64710 5.14347 0.9634 0.1878 -0.3091 0.055
H -2.99705 4.16355 3.10739 -0.0116 -0.0639 0.0580 0.325
H -1.48747 3.33727 3.37951 0.0925 -0.1920 -0.1248 0.252
H -2.81509 2.54643 2.48242 0.1211 -0.0605 -0.1027 0.320
H -2.44808 4.93667 1.07531 -0.0568 -0.1606 -0.3142 0.499
H -0.82841 4.65226 1.60214 0.0999 -0.0555 -0.2838 0.550
H -3.65297 2.96733 0.37534 0.3107 0.2713 0.2475 0.461
H -2.75542 1.49776 0.11067 0.1660 -0.0025 -0.0374 0.433
H -4.21789 2.89381 -1.80619 0.0451 0.2245 -0.0782 0.362
H -2.95135 1.73124 -2.17143 -0.0070 0.0410 -0.0702 0.333
H -2.52363 3.41231 -2.16207 -0.2080 0.2305 0.0566 0.341
H 0.08099 1.29723 3.47569 -0.0497 -0.1357 0.0356 0.340
H -0.33977 0.42761 1.96944 -0.0658 0.0423 0.0654 0.450
H 2.57420 0.91673 2.69549 0.0526 -0.0404 -0.0417 0.486
H 1.88724 -0.23846 1.54816 0.1182 0.2240 -0.0918 0.190
H 2.59598 -0.74800 4.34561 -0.1822 0.2337 0.1238 0.351
H 2.15223 -1.83379 3.06138 -0.0158 -0.0797 0.1111 0.334
H -3.15240 -3.06700 4.68539 -0.1421 -0.2753 -0.1773 0.261
H -1.73949 -3.81419 2.19878 0.0324 0.4596 0.1810 0.431
H -1.43862 -4.92116 3.51070 0.0643 0.0645 -0.0133 0.373
H -3.33668 -5.98311 2.92345 0.0181 0.0089 0.1250 0.445
H -4.25335 -4.62323 3.56190 0.0535 -0.1736 0.1496 0.481
H -4.38717 -5.46733 0.93078 -0.0653 0.0468 -0.0542 0.428
H -3.24935 -4.12868 0.78984 0.2026 -0.2364 0.0640 0.405
H -4.85254 -2.89382 2.42352 -0.4031 0.1445 0.0444 0.423
H -6.08111 -3.98510 1.67170 -0.1695 0.3368 0.1263 0.287
H -5.50249 -3.01010 -0.39764 0.2549 -0.0645 -0.1135 0.255
H -6.60277 0.02125 -0.70920 -0.3249 0.1337 0.1071 0.261
H -7.82321 -1.01082 0.13672 -0.0610 0.1854 -0.0701 0.262
H -6.83879 -1.64962 -1.21192 -0.2345 0.0458 -0.0415 0.382
H -2.05515 -1.02906 5.94834 0.1560 0.2384 0.0925 0.195
H 0.21136 0.15147 5.64507 -0.5777 0.0195 0.3950 0.303
O 4.15042 -0.22056 -3.34574 -0.1873 -0.8700 -2.5593 -0.761
P 4.96051 0.88964 -3.88557 1.2765 3.3331 4.2342 1.074
O 6.45440 0.75854 -3.28365 -0.3260 -0.1070 -0.5687 -0.364
C 7.25191 -0.37105 -3.64356 0.2429 -0.2658 -0.0735 -0.312
C 7.62790 -0.38134 -5.11455 -0.1997 0.0260 -0.0784 -0.933
O 4.44358 2.19253 -3.06930 -0.0256 -0.0191 -0.3828 -0.439
C 3.34927 2.09934 -2.16045 -0.1470 -0.1822 0.2690 -0.403
C 3.79930 1.68010 -0.77336 0.1875 0.2029 0.2032 -0.350
O 5.31474 1.78682 -5.18671 -0.9188 -2.1654 -0.8199 -0.308
C 4.71475 1.47961 -6.46148 -0.1618 -0.0586 -0.4062 -0.176
C 3.20891 1.32400 -6.38676 -0.0831 0.0128 0.2409 -1.151
H 6.72557 -1.29194 -3.37709 -0.0301 0.0428 0.0333 0.272
H 8.15270 -0.31530 -3.03397 -0.0687 0.1223 0.0768 0.320
H 6.76181 -0.62975 -5.73505 0.0421 -0.0024 -0.0139 0.170
H 8.39395 -1.13150 -5.31107 -0.0013 -0.0135 0.0521 0.420
H 7.99677 0.59458 -5.42825 0.0547 -0.0051 0.0388 0.271
H 2.58865 1.42200 -2.54771 0.1125 -0.1416 -0.0056 0.296
H 2.88441 3.08555 -2.11444 0.1610 0.0760 -0.1078 0.346
H 4.54801 0.88911 -0.80886 -0.1446 -0.1425 -0.1549 0.337
H 2.94411 1.34825 -0.18311 -0.0163 -0.0004 -0.0315 -0.235
H 4.26205 2.52312 -0.25469 -0.0153 0.0007 -0.0025 0.297
H 5.17068 0.57485 -6.87251 0.0428 0.0081 0.0660 0.248
H 4.97336 2.29869 -7.13022 0.1157 0.0757 0.1550 0.316
H 2.92294 0.51937 -5.70203 0.0460 -0.0049 -0.0802 0.365
H 2.80574 1.08242 -7.37002 0.0306 0.0311 -0.0253 0.403
H 2.74214 2.24199 -6.02903 0.0125 0.0330 -0.0478 0.278
```
Forces are in eV/Å.

Output
Net charge = +1
Energy relative to the best compared isomer or geometry (same formula, charge and spin) = 0.0 kcal per mole
Orbital gap = 7.45 eV
E_tot = -2708.1521 Eh
Spin multiplicity = 1

---

Record 2
Entry from OMol25: 3 unconnected molecules or ions with the total composition C22H47Br2FN6O7P at a distorted geometry (ωB97M-V/def2-TZVPD).

The geometry in XYZ format:
```
86
Properties=species:S:1:pos:R:3:forces:R:3:mulliken_charge:R:1
C -3.47020 5.63817 3.26453 -1.1355 0.1600 0.4106 -1.032
C -3.62889 4.17384 3.93129 0.1931 0.9282 0.6270 -0.297
C -2.29468 3.27734 3.89563 -0.5635 0.6685 0.3371 -0.665
C -1.55938 3.20023 2.47132 1.4831 1.8782 2.1428 -0.516
N -2.37572 2.59698 1.35492 4.2576 -3.7562 -2.0960 0.992
C -1.55035 2.15157 0.24505 -2.0213 0.1305 1.8416 -0.753
N -1.78111 0.90114 -0.28376 -0.4993 0.7314 -0.3698 0.135
N -0.46614 2.95347 -0.37133 -1.0034 -0.2375 -1.0461 0.258
P 1.01402 1.91854 -0.34059 1.9565 -1.8092 3.3107 0.335
O 1.34100 1.53590 1.11236 -1.2952 1.1554 -3.2213 -0.504
C -0.69878 3.17138 -1.83534 -0.3612 -2.4554 -4.3108 0.223
O -0.60034 2.23555 -2.69820 0.1355 3.7050 4.6311 -0.342
N -1.01199 4.53414 -2.40956 -0.1053 -2.0091 -1.6777 -0.235
C -0.27073 4.55709 -3.71491 5.2292 1.4823 -2.0986 0.763
O 0.93631 4.88038 -3.81245 -6.0665 -1.7490 1.0058 -0.429
F -0.92932 4.25441 -4.96607 0.5134 0.6540 3.8215 -0.206
C -3.28909 1.51269 1.82395 -4.3778 0.9845 -1.1919 -0.229
Br -2.61878 -0.14496 2.73772 -0.4944 2.0134 -1.0772 -0.016
C -4.69373 1.70938 1.56920 2.1378 -1.5356 1.3484 0.113
C -5.80690 0.62388 2.04545 0.6504 0.7037 0.2265 -1.077
Br -5.38736 3.35392 0.64911 0.9957 -1.8843 0.9545 -0.085
H -3.46413 5.62193 2.11162 0.3088 -0.0274 1.8041 0.206
H -4.43476 6.21820 3.55289 1.6167 -0.9065 -0.5506 0.365
H -2.60538 6.25717 3.71255 -1.1732 -1.1952 -0.8898 0.285
H -3.85900 4.36806 5.05373 0.3862 -0.4696 -1.8558 0.397
H -4.56607 3.66284 3.51173 1.5664 0.5951 0.4661 0.130
H -2.54119 2.26845 4.37374 0.5511 1.2393 -0.9698 0.243
H -1.54243 3.79181 4.61660 -1.0606 -0.8951 -1.4129 0.438
H -1.21746 4.27834 2.21969 -0.8211 -1.8330 0.0401 0.377
H -0.59138 2.59184 2.60230 -1.5419 0.7528 -0.3364 0.250
H -2.39403 0.86138 -1.11351 0.9813 -0.4358 0.2928 0.086
H -1.36956 0.03536 0.10921 -0.9229 0.8859 0.0342 0.113
H 0.80497 0.72271 -1.13367 -0.1985 1.1575 0.2495 0.072
H 2.07262 2.65021 -1.01250 -1.2295 -0.0352 0.2275 0.238
H -2.00886 4.42397 -2.71878 0.6488 0.3990 0.6621 0.364
H -5.43689 0.12372 3.02315 -0.4634 0.7280 -1.8460 0.349
H -6.80771 1.12592 2.32228 1.6810 -0.6613 -0.8285 0.352
H -5.93228 -0.15246 1.20177 0.0884 1.2466 1.4326 0.296
C 2.52627 -0.96558 4.73248 -0.0060 -0.3150 -0.0077 -0.644
O 2.52343 -1.85570 3.62767 -0.0368 0.4390 0.0037 -0.380
C 2.74970 -1.20014 2.37727 0.2460 -0.4433 -0.1944 -0.568
C 4.10523 -1.60781 1.79824 -0.0747 0.2516 0.5302 -0.199
N 5.20680 -1.04005 2.57639 -0.1560 -0.1422 -0.1714 -0.351
C 6.51852 -1.58940 2.22506 -0.0026 -0.0214 0.3255 -0.691
C 6.75426 -3.08358 2.49989 0.4458 0.2222 0.0005 -0.476
O 6.77155 -3.41831 3.88341 -0.3455 -0.0533 -0.4099 -0.422
C 5.49355 -3.67717 4.44536 0.3474 -0.0013 0.2656 -0.524
H 2.21368 -1.52348 5.61724 0.0305 -0.0332 -0.1294 0.265
H 3.52915 -0.56953 4.91269 -0.0499 0.1968 0.0464 0.312
H 1.82235 -0.14268 4.57530 0.0651 0.0812 0.0097 0.235
H 2.65885 -0.11243 2.45937 0.1111 -0.1063 0.1216 0.413
H 1.96424 -1.54575 1.69637 -0.0032 0.0198 -0.0311 0.219
H 4.17653 -1.25390 0.76389 0.0368 -0.0103 0.0282 0.354
H 4.14928 -2.70177 1.79214 -0.1783 -0.0976 -0.1762 0.183
H 5.04115 -1.21933 3.56201 0.0088 0.0426 -0.1796 0.083
H 7.25812 -1.02301 2.80151 0.0003 -0.1255 -0.0940 0.366
H 6.71797 -1.38367 1.16711 -0.0695 -0.0641 0.0341 0.394
H 7.75470 -3.32524 2.12625 -0.0483 0.0300 0.0586 0.360
H 6.06460 -3.73057 1.94664 -0.1535 0.0357 0.1194 0.335
H 4.79968 -4.11481 3.72234 0.0068 0.1105 -0.0288 0.271
H 5.07508 -2.76111 4.87031 -0.2339 -0.0709 -0.0406 0.161
H 5.62737 -4.38639 5.26524 0.0458 0.0343 -0.0797 0.304
C -1.19745 -2.03504 -1.87792 -0.4468 -0.1380 -0.3234 -0.181
O -1.76750 -1.32221 -2.96353 0.3485 0.1213 0.6026 -0.374
C -0.80882 -0.54642 -3.69300 -0.3895 0.0556 -0.8616 -0.416
C -0.60853 -1.12305 -5.09478 0.1757 -0.3624 0.4965 -0.318
N 0.09813 -2.40380 -5.04568 -0.1653 0.2429 0.0083 -0.327
C 0.10326 -3.12161 -6.32298 -0.0699 -0.2566 0.1556 -0.691
C -1.25222 -3.59797 -6.86997 0.3653 -0.2721 -0.1977 -0.473
O -1.86569 -4.61364 -6.08278 -0.0992 0.5389 -0.0211 -0.423
C -2.64849 -4.13186 -5.00157 0.0628 -0.4526 -0.0983 -0.515
H -2.01035 -2.48310 -1.30250 0.0046 0.0322 -0.1007 0.290
H -0.54731 -2.83717 -2.23533 0.1799 0.0603 0.2019 0.341
H -0.63465 -1.36421 -1.21930 0.2459 -0.0685 -0.0038 -0.238
H 0.14217 -0.45595 -3.15634 -0.0280 -0.2072 0.0066 0.122
H -1.22867 0.45714 -3.78948 0.0424 -0.2161 -0.0940 0.284
H -0.02776 -0.41529 -5.69550 -0.0289 -0.0448 0.0258 0.430
H -1.59647 -1.23487 -5.55308 -0.1181 0.2558 -0.0189 0.208
H -0.34272 -2.99748 -4.34984 0.0712 0.0868 -0.1488 0.087
H 0.73541 -4.00491 -6.18144 -0.0921 0.0667 -0.1085 0.372
H 0.59575 -2.49882 -7.07831 -0.0887 0.0160 0.0574 0.401
H -1.06175 -4.05677 -7.84554 -0.0015 0.0009 0.0911 0.363
H -1.94725 -2.77240 -7.05891 -0.0487 0.0221 0.1844 0.327
H -3.11463 -3.16699 -5.22011 0.1024 0.0294 0.0127 0.262
H -2.04084 -4.06625 -4.09494 -0.1190 0.1783 0.1090 0.148
H -3.44005 -4.86042 -4.81246 0.0642 0.0280 -0.0629 0.326
```
Forces are in eV/Å.

Output
Net charge = +1
Orbital gap = 3.97 eV
E_tot = -7310.3544 Eh
Spin multiplicity = 1

---

Record 3
Entry from OMol25: a molecular structure, C22H47Cl2GdNO2P2 at a distorted geometry (ωB97M-V/def2-TZVPD).

The geometry in XYZ format:
```
77
Properties=species:S:1:pos:R:3:forces:R:3:mulliken_spin:R:1
Gd 0.17974 -0.54024 -0.21941 -1.8330 4.4318 2.0245 6.428
Cl -1.95512 -1.62043 -0.75591 -2.4445 -1.1030 -0.4453 0.008
P 0.02876 0.40648 -2.39231 -0.6485 2.8459 -6.2531 0.090
C -1.70393 1.02357 -2.82604 0.2534 -0.0924 -0.4595 0.003
C 1.12927 1.83441 -2.87296 -0.3483 -0.0024 -0.6043 0.001
C 0.27415 -0.98192 -3.62878 -0.3118 0.3866 0.0004 0.000
C -2.46452 1.63083 -1.65469 0.2567 0.0574 -0.3237 0.000
H -2.21475 0.09732 -3.09145 0.0251 -0.1558 -0.1245 0.003
C -1.76303 1.97432 -4.01875 -0.0411 -0.0377 -0.1435 0.001
H -1.49906 2.99010 -3.73289 0.0871 0.1250 0.0953 0.000
H -2.78601 2.00574 -4.39488 -0.1307 0.0458 -0.0082 0.000
H -1.12467 1.68653 -4.84684 0.0868 -0.0433 -0.1284 0.000
H -2.89102 0.86460 -1.01922 0.1109 0.0552 0.1431 -0.002
H -3.28326 2.24075 -2.03972 -0.1234 0.0397 -0.0274 0.000
H -1.83604 2.27422 -1.04325 -0.1580 -0.2386 -0.5600 0.001
H -0.56764 -1.62001 -3.35141 -0.0611 -0.0415 0.0348 0.015
C 1.54940 -1.78677 -3.40409 0.2891 -0.0313 0.1207 0.013
C 0.13157 -0.61038 -5.09658 -0.0311 -0.0539 -0.2004 0.001
H -0.90050 -0.43443 -5.38414 -0.1424 0.1124 0.0034 0.000
H 0.50131 -1.43002 -5.71392 0.0088 -0.1035 -0.0917 0.001
H 0.71653 0.27221 -5.35432 0.0843 0.0765 -0.0223 0.000
H 1.97225 -1.62351 -2.41672 0.1062 -0.1246 0.0074 -0.005
H 2.31157 -1.55464 -4.14272 0.1224 0.1947 -0.1635 0.002
H 1.32368 -2.84925 -3.49563 0.0616 -0.0737 0.0443 0.005
C 0.95575 2.98541 -1.88782 0.2041 0.0007 0.0329 0.001
H 0.75193 2.16121 -3.84216 0.0730 0.1517 -0.1859 0.000
C 2.59596 1.46605 -3.05240 0.0320 -0.0696 0.0456 0.003
H -0.00997 3.47345 -1.98270 -0.2373 -0.0267 -0.0082 0.000
H 1.72196 3.73909 -2.07336 0.0814 0.0738 -0.0780 0.000
H 1.05992 2.64296 -0.86392 0.2139 0.0856 -0.2990 -0.002
H 2.96262 0.84233 -2.24482 0.0930 -0.0566 0.1754 0.000
H 3.19369 2.37857 -3.06333 0.0472 0.0457 0.0056 0.000
H 2.77246 0.95473 -3.99342 -0.0198 -0.2022 -0.1815 0.000
Cl 2.19589 0.48647 0.29299 3.8336 0.0328 0.0204 0.017
H 0.63357 -1.96422 -0.86609 1.8658 -3.7888 -1.7412 0.298
P -0.00065 -1.65522 1.87043 -0.4664 -3.5359 5.9272 0.096
C -0.48271 -3.47583 1.71277 -0.0283 0.2503 0.4355 -0.014
C 1.44966 -1.68973 3.04377 -0.4746 -0.3469 0.4416 0.001
C -1.47952 -0.93116 2.76767 0.1201 -0.4703 0.1087 -0.004
C 0.09755 -4.17605 0.49095 0.0828 -0.2182 -0.0442 0.034
H -1.56066 -3.41251 1.56036 -0.1295 0.0614 0.0454 0.005
C -0.21278 -4.31822 2.95675 -0.1051 -0.1002 0.0627 0.000
H 0.83168 -4.61611 3.01909 0.1655 0.0180 -0.0144 0.000
H -0.80113 -5.23427 2.89711 -0.0301 -0.1437 -0.0140 0.001
H -0.47426 -3.82867 3.88860 -0.0466 0.0859 0.0980 0.000
H -0.41808 -3.88465 -0.41583 0.0570 0.1384 -0.1018 -0.010
H -0.01917 -5.25435 0.61044 -0.0485 -0.1706 0.0656 0.004
H 1.15841 -3.97338 0.36320 0.0860 0.0131 -0.0280 -0.005
H -2.26564 -1.18971 2.05505 -0.0758 -0.0400 -0.0420 0.001
C -1.44734 0.58921 2.87909 -0.0160 -0.1711 0.2502 0.001
C -1.82741 -1.55278 4.11140 -0.1285 -0.1437 0.1234 0.002
H -2.24822 -2.54900 4.01567 0.0088 -0.2074 -0.0150 0.000
H -2.57596 -0.93599 4.61010 -0.0941 0.0479 0.0211 0.000
H -0.96483 -1.60524 4.77521 0.1116 0.0238 0.0706 0.000
H -0.65735 1.03218 2.27928 -0.1889 -0.2019 0.3386 -0.003
H -1.31784 0.91760 3.90658 0.1759 -0.0798 0.2998 0.000
H -2.39617 0.99438 2.52752 0.1704 -0.0588 0.0882 -0.001
C 2.66596 -2.30027 2.35568 0.0589 -0.0480 -0.0788 0.007
H 1.14334 -2.36255 3.84515 0.0942 -0.0539 0.2310 0.001
C 1.77915 -0.34445 3.67691 -0.0706 0.0704 -0.0606 0.002
H 2.64426 -3.38642 2.35770 -0.1093 -0.1899 -0.0145 -0.001
H 3.57126 -1.99079 2.87935 0.0777 0.0076 -0.0238 0.000
H 2.74087 -1.96768 1.32595 0.1737 0.1112 -0.1631 0.001
H 1.92121 0.43367 2.93515 0.0396 0.1792 -0.1492 -0.001
H 2.70711 -0.43525 4.24307 0.0774 -0.0243 0.0471 0.000
H 1.00859 -0.02496 4.37141 -0.2286 0.0805 0.0697 0.000
O 1.74903 2.72409 1.42945 0.5701 0.5358 0.4215 0.000
C 0.56435 2.95159 1.29178 1.7215 -1.2710 -0.5933 0.001
C 0.05936 4.22897 1.85631 -0.1443 1.4092 0.6956 0.000
C -1.40306 4.13732 1.61400 -0.3020 1.3513 0.5693 -0.001
C -1.53789 2.78423 1.02224 -1.1259 -1.8802 -1.0168 -0.005
O -2.67215 2.34312 0.89026 -0.2073 -0.1752 0.1869 0.000
N -0.35559 2.08969 0.67538 -1.3376 3.7788 1.7955 0.003
H 0.27210 4.23359 2.94858 0.2246 0.1330 -0.7708 0.000
H 0.51732 5.11520 1.36667 0.0933 -0.7084 0.4147 0.000
H -1.95458 4.21191 2.57717 -0.1174 -0.0943 -0.9098 0.000
H -1.77072 4.89297 0.88630 -0.0388 -0.4778 0.5277 0.000
```
Forces are in eV/Å.

Output
Net charge = -1
Orbital gap (spin up / spin down) = 7.10 / 7.17 eV
E_tot = -3440.3972 Eh
Spin multiplicity = 8
<S²> = 16.0365